A cluster of 2 separate species, C4H11IN2 in total, computed with ωB97M-V with the def2-TZVPD basis set.

Relative energy (zero: lowest compared OMol25 entry of this formula, charge and spin) in kJ/mol: 309.24
DFT total energy in a.u.: -566.01736
LUMO level (alpha / beta) in eV: -1.44 / -1.44
Orbital gap (alpha / beta) in eV: 6.97 / 6.96
Molecular weight in g/mol: 214.050
HOMO level (alpha / beta) in eV: -8.41 / -8.41
Multiplicity: 1

```
18
Properties=species:S:1:pos:R:3:mulliken_charge:R:1
C -0.680 -0.508 1.338 -1.29
C -0.549 -1.552 -0.964 -1.66
C 1.376 -0.120 -0.135 -1.43
C -0.156 -0.365 -0.107 1.46
N 0.300 2.565 0.488 -0.56
N -0.732 0.808 -0.675 -0.57
I -0.318 1.317 -2.489 0.21
H -1.711 -0.758 1.360 0.35
H -0.109 -1.251 1.858 0.38
H -0.439 0.450 1.768 0.26
H 0.206 -1.462 -1.756 0.48
H -1.669 -1.572 -1.189 0.31
H -0.336 -2.532 -0.535 0.37
H 1.656 0.875 0.246 0.43
H 1.961 -0.952 0.497 0.31
H 1.790 -0.360 -1.106 0.43
H -0.214 2.257 1.393 0.27
H -0.377 3.158 0.008 0.26
```